No. 1
Molecular formula: C9H22Be3F6N2O5P
Method: DFT, ωB97M-V/def2-TZVPD

```
48
Properties=species:S:1:pos:R:3:forces:R:3:nbo_charge:R:1
Be 1.249 2.214 3.567 -0.5443 -2.2208 -3.5660 1.69
Be -0.989 0.574 -0.758 -1.9131 2.2280 2.5521 1.61
Be 2.820 -2.215 1.436 -1.4536 0.5488 -4.0548 1.60
C 0.950 0.253 1.538 0.2489 0.0054 -0.7235 0.91
O 0.296 1.300 1.429 -0.8280 2.8166 1.9268 -0.73
O 1.848 0.088 2.414 1.9782 0.5382 3.2716 -0.86
O 0.802 -0.661 0.705 -0.4390 -2.2939 -2.5056 -0.84
P -0.191 4.390 -0.522 -0.2273 2.2532 1.6564 2.61
F -0.096 5.735 0.293 -0.5283 0.4684 -0.4043 -0.56
F -1.755 4.593 -1.005 1.1544 -0.0595 0.1946 -0.58
F 0.370 5.023 -1.859 -0.5528 -0.8537 0.1604 -0.54
F -0.293 2.860 -1.085 0.0813 -2.9896 -1.6338 -0.64
F 1.353 4.066 -0.049 -0.6087 -0.7950 0.0364 -0.60
F -0.807 3.695 0.866 0.2436 -0.1953 0.4075 -0.63
C -4.923 2.471 0.795 0.7115 0.1989 -1.5313 -0.64
C -3.617 1.667 0.650 0.2537 -0.4321 0.6013 -0.09
C -3.682 0.225 1.196 -0.4563 1.3709 0.8066 -0.09
O -2.339 -0.220 1.251 1.2754 -0.0340 -0.6181 -0.58
C -2.160 -1.534 1.728 0.5895 -1.7593 -0.7324 -0.28
N -3.240 1.475 -0.761 0.7712 -0.0116 -0.5343 -0.86
H -5.149 2.846 1.789 -0.1147 -0.6226 0.1288 0.27
H -5.719 1.951 0.258 -0.4044 -0.2004 0.6934 0.23
H -4.815 3.375 0.189 0.2148 0.1555 0.0996 0.25
H -2.766 2.230 1.037 -0.1743 -0.1637 0.7408 0.24
H -4.312 -0.456 0.617 0.1039 0.1120 -0.3705 0.19
H -4.144 0.262 2.185 0.3430 -0.1500 0.2247 0.22
H -1.171 -1.923 1.472 0.3779 0.8230 0.1896 0.18
H -2.726 -2.260 1.136 -0.8700 0.2108 0.4141 0.20
H -2.277 -1.684 2.800 -0.4913 0.3880 -0.0221 0.21
H -3.226 2.398 -1.194 0.5338 0.0731 -0.3164 0.43
H -4.082 1.025 -1.117 0.4635 -0.4757 -0.9557 0.40
C 1.549 -2.651 -2.145 -0.2844 -0.0257 -0.0042 -0.64
C 2.695 -3.517 -1.583 0.9233 0.4757 0.1663 -0.09
C 4.045 -2.784 -1.457 -0.9071 -2.7132 0.1460 -0.10
O 3.744 -1.698 -0.641 0.6698 2.6163 0.8497 -0.61
C 4.890 -0.770 -0.598 0.1498 0.1822 -0.1094 -0.29
N 2.351 -3.944 -0.214 -0.8091 0.6040 2.1875 -0.87
H 1.367 -1.694 -1.650 0.5987 -0.1591 0.5673 0.21
H 0.605 -3.188 -2.036 0.0308 -0.2309 -0.2963 0.22
H 1.654 -2.348 -3.187 0.3042 -0.5823 -0.1281 0.27
H 2.848 -4.453 -2.126 -0.1404 0.2159 -0.4322 0.25
H 4.476 -2.702 -2.456 -0.0706 1.3519 0.0626 0.25
H 4.765 -3.377 -0.885 0.0517 -0.4826 -0.3083 0.19
H 4.542 0.140 -0.111 0.3112 -0.3668 0.7727 0.22
H 5.271 -0.374 -1.543 -0.8037 -0.6080 -0.6408 0.24
H 5.734 -1.352 -0.229 0.0225 0.5173 0.7893 0.21
H 1.401 -4.303 -0.289 -0.3452 0.3372 0.6608 0.42
H 2.853 -4.748 0.152 0.5601 -0.0657 -0.4191 0.42
```
Positions in Å, forces in eV/Å.

Computed properties:
- net charge = +3
- total energy (a.u.) = -1825.4284


No. 2
Molecular formula: C13H19NO4
Method: DFT, ωB97M-V/def2-TZVPD

```
37
Properties=species:S:1:pos:R:3:forces:R:3:nbo_charge:R:1
O 0.098 3.213 2.137 0.0450 -0.0494 0.0607 -0.56
C 0.385 2.462 1.251 -0.4395 0.6148 -0.2024 0.79
O 1.237 1.442 1.408 0.1302 -0.1983 0.3668 -0.50
C 1.486 0.742 0.186 0.3806 -0.3273 -0.3370 0.29
C 1.586 -0.768 0.407 -0.0540 0.1523 0.0091 -0.43
C 2.351 -1.260 -0.822 -0.0586 -0.1277 0.0085 -0.42
H 1.648 -1.472 -1.627 0.0283 -0.0579 -0.0063 0.23
H 2.904 -2.172 -0.607 -0.0369 -0.0519 -0.0297 0.22
C 3.281 -0.100 -1.227 0.0430 0.0775 -0.0825 -0.41
H 4.329 -0.359 -1.088 0.0277 0.0355 -0.0698 0.22
H 3.138 0.148 -2.278 0.0640 -0.0193 -0.0439 0.21
C 2.893 1.082 -0.332 -0.1343 0.0125 0.0820 -0.42
H 2.923 2.038 -0.851 0.0002 0.1080 0.0183 0.21
H 3.553 1.146 0.534 -0.0251 0.0330 0.0301 0.22
H 2.157 -0.936 1.321 -0.0029 0.0122 0.0525 0.22
H 0.617 -1.251 0.510 -0.0475 -0.0301 0.0986 0.21
C 0.380 1.197 -0.802 0.0064 -0.0086 -0.1913 -0.35
C -0.144 2.488 -0.176 0.2177 -0.0827 0.1016 -0.53
H 0.261 3.373 -0.671 -0.0287 -0.0235 0.0402 0.25
H -1.229 2.580 -0.179 0.0306 0.0311 0.0754 0.25
C -0.679 0.151 -1.168 0.2732 0.2795 -0.0619 0.70
O -0.623 -0.349 -2.278 0.1621 -0.0740 -0.3238 -0.64
N -1.678 -0.171 -0.314 -0.3669 -0.1854 0.0898 -0.45
C -1.857 0.175 1.079 -0.0642 -0.1440 0.3641 -0.25
H -2.753 0.801 1.179 0.1032 0.0155 0.0461 0.20
C -2.052 -1.102 1.913 0.2046 0.3108 0.0558 -0.07
O -3.104 -1.898 1.429 -0.1456 -0.0195 0.0983 -0.52
C -2.874 -2.264 0.087 -0.0458 0.1508 -0.3382 -0.08
H -1.955 -2.865 0.012 -0.0654 0.0302 -0.0138 0.17
C -2.752 -1.025 -0.798 -0.0726 -0.4135 -0.0738 -0.26
H -3.691 -0.460 -0.759 0.0169 -0.0455 -0.0189 0.19
H -2.529 -1.302 -1.829 -0.0910 0.0358 0.1354 0.26
H -3.727 -2.871 -0.218 0.0813 0.0054 -0.0422 0.20
H -1.116 -1.683 1.919 -0.0666 0.0718 0.0109 0.16
H -2.311 -0.836 2.939 0.0879 0.0159 -0.0453 0.20
H -1.002 0.708 1.479 -0.0408 -0.0474 -0.0009 0.22
H 0.851 1.399 -1.767 -0.1167 -0.0866 0.1377 0.25
```
Positions in Å, forces in eV/Å.

Computed properties:
- SMILES = O=C1C[C@H](C(=O)N2CCOCC2)C2(CCCC2)O1
- total energy (a.u.) = -862.5089


No. 3
Molecular formula: C35H38AsCrN6OPS3Se
Method: DFT, ωB97M-V/def2-TZVPD

```
87
Properties=species:S:1:pos:R:3:forces:R:3:mulliken_spin:R:1
Cr -0.293 -1.095 0.493 -0.3128 -0.3092 -0.0308 3.16
C 1.123 1.371 5.022 -0.0510 -0.0712 -0.0352 0.00
S -0.647 1.166 4.701 -0.0655 0.0277 -0.0488 0.00
C -0.549 0.517 3.048 0.0806 -0.1034 0.0473 0.03
S 0.070 -1.116 2.832 0.0169 0.0724 -0.0854 -0.07
N -0.918 1.274 2.093 -0.1414 -0.1522 -0.1714 -0.02
N -0.786 0.774 0.804 -0.0350 0.2990 0.2536 -0.03
C -1.286 1.697 -0.071 0.1248 -0.0894 0.2885 -0.02
C -1.002 1.897 -1.365 -0.0628 0.1146 -0.3949 0.04
C -1.476 3.120 -2.027 0.0167 -0.1763 0.1643 -0.01
C -0.614 3.811 -2.783 0.2148 0.0099 -0.0312 0.01
C 0.741 3.298 -2.920 -0.1347 0.2287 0.0088 0.00
C 1.018 2.032 -2.607 -0.0036 -0.1560 0.0671 0.00
N 0.007 1.151 -2.096 0.0023 0.0211 0.0602 0.03
H 1.225 1.768 6.030 -0.0248 -0.0067 -0.0016 0.00
H 1.541 2.078 4.308 0.0411 0.0087 0.0095 0.00
H 1.637 0.415 4.953 0.0187 0.0116 -0.0041 0.00
H -1.977 2.406 0.378 0.0197 0.0248 0.0238 0.00
H -2.475 3.490 -1.821 0.0170 -0.0163 -0.0121 0.00
H -0.893 4.743 -3.258 0.0221 -0.0174 -0.0004 0.00
H 1.536 3.934 -3.289 -0.0204 0.0039 0.0067 0.00
H 2.000 1.599 -2.754 -0.0104 -0.0186 0.0216 0.01
C -1.041 -2.567 -1.934 0.0562 0.1215 0.0018 0.01
O -0.696 -1.224 -1.556 -0.1873 -0.2663 0.3540 -0.10
H -0.171 -3.219 -1.889 0.0722 -0.0063 -0.0007 -0.02
H -1.425 -2.601 -2.952 -0.0423 0.0344 -0.0416 0.00
H -1.821 -2.958 -1.283 0.0204 -0.0103 0.0424 0.01
Se 1.100 -4.832 0.345 0.0075 -0.0881 -0.0595 0.24
N 2.870 -4.516 0.196 0.0043 0.0720 -0.0165 0.30
C 3.037 -3.190 0.210 -0.0349 0.0471 0.0652 -0.04
C 4.227 -2.445 0.151 -0.0371 0.0414 0.0388 0.21
C 4.144 -1.050 0.197 0.0479 -0.0785 0.0180 -0.05
C 2.923 -0.399 0.282 -0.1065 -0.0487 0.0158 0.23
N 1.767 -1.082 0.321 0.1387 -0.0679 -0.0377 0.05
C 1.827 -2.423 0.324 0.2402 0.2441 0.0432 -0.10
N 0.674 -3.064 0.456 0.0511 -0.0213 -0.0862 0.14
H 5.181 -2.951 0.079 -0.0137 0.0104 0.0067 0.00
H 5.046 -0.453 0.172 0.0084 -0.0101 -0.0105 0.01
H 2.848 0.680 0.312 -0.0147 0.0070 -0.0018 0.01
C -4.345 -3.885 2.555 0.0394 -0.0375 -0.0212 0.00
As -2.728 -2.836 2.697 -0.3557 0.0294 -0.0748 -0.01
C -1.417 -4.155 3.186 0.1029 0.1141 -0.1054 -0.02
C -3.101 -1.746 4.228 0.0337 0.0478 0.0380 0.00
S -2.651 -1.838 0.820 0.1027 0.0143 0.1148 -0.03
H -4.584 -4.342 3.514 0.0064 0.0008 0.0105 0.00
H -4.186 -4.658 1.806 -0.0253 -0.0191 -0.0213 0.00
H -5.159 -3.240 2.233 -0.0150 0.0253 0.0063 0.00
H -1.957 -5.053 3.480 0.0453 -0.0331 0.0263 0.00
H -0.820 -3.763 4.004 0.0342 -0.0096 0.0229 0.00
H -0.767 -4.358 2.338 -0.0249 0.0013 0.0569 0.01
H -3.366 -2.413 5.048 -0.0280 0.0093 0.0269 0.00
H -3.946 -1.110 3.972 -0.0215 0.0466 0.0345 0.00
H -2.238 -1.145 4.494 0.0231 0.0233 -0.0065 0.00
C 0.028 2.706 -6.952 -0.0184 0.0117 0.0142 0.00
C 1.039 1.821 -6.614 -0.0015 -0.0398 0.0594 0.00
C 0.884 0.962 -5.532 -0.1259 -0.0145 -0.0307 0.00
C -0.283 0.959 -4.764 -0.0876 -0.0820 -0.1642 0.00
C -1.289 1.861 -5.127 0.0176 -0.0853 0.0088 0.00
C -1.140 2.723 -6.202 0.0262 -0.0110 -0.0120 0.00
P -0.489 -0.072 -3.190 0.2150 0.3891 -0.1476 0.02
C 0.823 -1.268 -3.566 0.0292 -0.0141 -0.1453 0.02
C 1.997 -1.237 -2.821 -0.0093 -0.0154 -0.0193 0.01
C 3.031 -2.115 -3.118 0.0215 0.0178 -0.0229 0.02
C 2.890 -3.040 -4.143 -0.0643 -0.0051 0.0069 0.00
C 1.713 -3.078 -4.881 0.0265 -0.0034 0.0328 0.00
C 0.688 -2.187 -4.602 0.0635 0.0696 -0.0560 -0.01
C -2.265 -0.434 -3.473 0.0396 -0.1143 0.0107 0.00
C -2.686 -0.821 -4.745 -0.0042 0.0463 0.0301 0.00
C -4.016 -1.139 -4.982 0.0188 0.0189 0.0271 0.00
C -4.946 -1.037 -3.958 0.0163 -0.0062 -0.0012 0.00
C -4.537 -0.636 -2.694 0.0162 -0.0010 0.0101 0.00
C -3.201 -0.358 -2.444 -0.0430 0.0232 -0.0009 0.00
H 0.148 3.377 -7.795 -0.0056 -0.0161 0.0141 0.00
H 1.957 1.797 -7.189 -0.0102 -0.0051 0.0166 0.00
H 1.700 0.296 -5.290 0.0349 -0.0668 0.0397 0.00
H -2.209 1.903 -4.557 0.0182 -0.0070 -0.0117 0.00
H -1.939 3.410 -6.455 0.0187 -0.0179 0.0138 0.00
H 2.092 -0.551 -1.989 -0.0190 -0.0301 -0.1881 -0.05
H 3.942 -2.084 -2.531 -0.0732 0.0148 -0.0610 -0.01
H 3.690 -3.736 -4.360 -0.0130 0.0162 -0.0035 0.00
H 1.592 -3.803 -5.676 0.0037 0.0136 0.0065 0.00
H -0.215 -2.212 -5.199 -0.0139 -0.0044 0.0039 0.00
H -1.981 -0.854 -5.564 0.0175 -0.0087 -0.0226 0.00
H -4.325 -1.451 -5.972 0.0168 0.0011 0.0158 0.00
H -5.987 -1.270 -4.145 0.0226 0.0063 0.0070 0.00
H -5.254 -0.558 -1.886 0.0209 0.0026 -0.0150 0.00
H -2.888 -0.086 -1.448 0.0049 0.0184 0.0094 0.01
```
Positions in Å, forces in eV/Å.

Computed properties:
- expectation value of S² = 6.076
- multiplicity = 5
- total energy (a.u.) = -8977.8402


No. 4
Molecular formula: C28H36F9IN3O4SeSi2TeV
Method: DFT, ωB97M-V/def2-TZVPD

```
86
Properties=species:S:1:pos:R:3:forces:R:3:mulliken_spin:R:1
V 0.076 1.131 -0.220 0.2341 -0.3026 1.3213 2.03
O 1.559 1.403 -1.603 0.0646 0.2451 -0.1067 -0.04
C 1.723 2.451 -2.338 -0.0374 -0.0311 -0.1426 -0.02
C 3.027 2.899 -2.678 -0.0586 -0.0010 -0.0603 0.00
C 3.217 3.974 -3.523 -0.1123 0.0790 -0.0413 0.00
C 2.129 4.662 -4.078 0.1533 -0.0789 0.0599 0.00
C 0.851 4.252 -3.741 -0.0177 0.1303 -0.0619 0.01
C 0.627 3.187 -2.876 -0.0835 -0.0603 0.0742 0.04
C -0.729 2.757 -2.608 0.2390 0.2206 -0.4098 0.02
N -1.018 1.848 -1.766 -1.3206 0.1768 -0.4601 -0.02
N -2.345 1.374 -1.838 0.3423 0.1889 0.0185 0.00
C -2.407 0.242 -1.203 0.2060 0.0882 -0.0980 0.04
O -1.402 -0.318 -0.605 -0.8998 0.1938 -0.3130 -0.06
C -3.730 -0.450 -1.247 0.2614 -0.0696 0.0817 0.00
C -4.902 0.252 -1.500 -0.1925 0.0511 -0.0643 0.00
C -6.124 -0.406 -1.500 0.1070 0.0638 -0.0061 0.00
C -6.185 -1.773 -1.248 0.0705 0.0047 0.0136 0.00
C -5.014 -2.479 -1.010 0.1306 0.0749 -0.0106 0.00
C -3.791 -1.814 -1.009 -0.1166 -0.2120 0.0245 0.00
H 3.867 2.371 -2.244 -0.0438 -0.0174 -0.0167 0.00
H 4.231 4.287 -3.762 -0.0862 -0.0103 0.0212 0.00
H 2.283 5.497 -4.751 0.0099 0.0040 0.0262 0.00
H -0.012 4.774 -4.149 0.0577 -0.0296 0.0342 0.00
H -1.546 3.170 -3.199 0.0295 -0.0195 -0.1276 0.00
H -4.835 1.320 -1.672 -0.0202 -0.0695 0.0143 0.00
H -7.036 0.151 -1.683 0.0207 -0.0023 0.0214 0.00
H -7.143 -2.281 -1.222 -0.0015 -0.0058 -0.0322 0.00
H -5.048 -3.545 -0.815 -0.0019 0.0255 0.0055 0.00
H -2.865 -2.341 -0.815 -0.0335 0.0074 0.0310 0.00
N 2.218 4.574 0.468 -0.0541 0.3189 0.0649 0.00
C 0.881 4.359 0.659 0.0838 -0.2159 0.0626 0.00
O 0.095 4.303 -0.270 -0.1673 0.2801 0.0429 0.01
C 0.410 4.219 2.089 0.0924 0.1357 -0.2055 0.02
I 0.247 6.178 3.013 -0.0396 0.1501 0.0147 0.01
H 2.510 4.370 -0.477 0.0144 -0.0241 -0.0786 0.00
H 2.804 4.139 1.164 0.0357 -0.1490 0.0600 0.00
H 1.085 3.635 2.703 -0.0128 0.1945 0.0148 0.00
H -0.583 3.795 2.095 0.0449 0.0575 -0.0343 -0.01
C 1.551 -4.793 1.373 0.3080 -0.1546 -0.0267 0.00
Si 0.003 -3.786 1.668 0.0521 -0.0282 -0.0221 0.00
C -1.291 -4.396 0.474 -0.3247 0.0053 -0.1779 0.00
C -0.595 -4.121 3.406 -0.1075 -0.0066 0.3600 0.00
C 0.278 -1.971 1.453 -0.3002 0.1373 -0.0826 0.03
Te 1.019 -1.322 -0.440 0.5606 -1.2242 0.2401 -0.02
C 3.041 -1.653 0.212 0.0507 0.2354 -0.1155 -0.01
Si 4.228 -2.114 -1.144 -0.0420 -0.0128 0.1926 0.00
C 3.629 -3.603 -2.107 -0.0706 -0.2850 -0.1398 0.00
C 5.871 -2.574 -0.361 0.3382 -0.0344 0.1235 0.00
C 4.446 -0.673 -2.297 -0.0434 0.2848 -0.1675 0.00
H 1.327 -5.866 1.454 0.0624 0.1532 -0.0174 0.00
H 2.340 -4.553 2.098 -0.1132 -0.0474 -0.1378 0.00
H 1.941 -4.599 0.365 -0.0183 -0.0589 0.1324 0.00
H -1.439 -5.481 0.541 0.0360 0.1277 -0.0017 0.00
H -0.999 -4.144 -0.552 -0.0704 -0.0465 0.0612 0.00
H -2.251 -3.905 0.684 0.1363 -0.1013 -0.0608 0.00
H -0.887 -5.171 3.542 0.0460 0.1569 -0.0071 0.00
H -1.463 -3.487 3.632 0.1341 -0.1222 -0.0104 0.00
H 0.189 -3.884 4.138 -0.1441 -0.0374 -0.0884 0.00
H 0.965 -1.514 2.169 -0.0309 0.0587 -0.0174 0.00
H -0.681 -1.448 1.551 0.1853 -0.0184 0.0124 -0.01
H 2.999 -2.421 0.988 -0.0527 0.0350 -0.0540 0.00
H 3.315 -0.696 0.680 -0.0309 -0.0876 0.0332 0.02
H 3.664 -4.511 -1.488 -0.0261 0.1304 -0.1083 0.00
H 4.238 -3.778 -3.005 -0.0899 0.0302 0.1724 0.00
H 2.591 -3.450 -2.418 0.0665 -0.0569 -0.0273 0.00
H 5.765 -3.489 0.238 0.0429 0.1688 -0.0952 0.00
H 6.200 -1.768 0.308 -0.0201 -0.1616 -0.1146 0.00
H 6.661 -2.742 -1.108 -0.1726 0.0222 0.1505 0.00
H 3.476 -0.184 -2.459 0.1603 -0.0104 -0.0223 0.00
H 4.860 -0.967 -3.268 -0.0213 0.0351 0.1048 0.00
H 5.109 0.077 -1.847 -0.1130 -0.0652 -0.0697 0.00
Se 1.637 1.451 1.517 0.5948 -0.2663 0.4104 -0.04
F -2.828 -0.798 1.946 -0.1537 0.0668 0.0383 0.00
C -3.457 0.317 2.347 0.2736 0.1856 -0.2343 0.01
F -4.437 0.567 1.457 0.0751 -0.0791 0.1111 0.00
F -4.067 0.009 3.514 0.0308 0.0264 -0.0380 0.00
C -2.441 1.543 2.394 -0.0231 0.1441 -0.0851 0.01
O -1.694 1.618 1.310 -0.0357 -0.0795 0.2380 0.00
C -3.340 2.858 2.534 0.1808 -0.1487 -0.0773 0.00
F -4.492 2.689 3.233 0.1309 -0.0096 0.0015 0.00
F -3.682 3.301 1.325 -0.0821 0.0169 0.0781 0.00
F -2.674 3.861 3.150 -0.1264 -0.1538 -0.1049 0.00
C -1.623 1.393 3.740 -0.0861 -0.0294 -0.1672 0.00
F -1.066 0.172 3.820 -0.0821 0.1380 0.0576 0.00
F -0.655 2.297 3.838 -0.1232 -0.2192 0.1634 0.00
F -2.405 1.539 4.851 0.1404 -0.0061 -0.1478 0.00
```
Positions in Å, forces in eV/Å.

Computed properties:
- net charge = -2
- expectation value of S² = 2.037
- multiplicity = 3
- total energy (a.u.) = -6942.9859


No. 5
Molecular formula: C4H10BN
Method: DFT, ωB97M-V/def2-TZVPD

```
16
Properties=species:S:1:pos:R:3:forces:R:3:nbo_charge:R:1
B 0.385 -0.981 1.497 0.3211 -1.6847 -0.4481 0.57
C 1.508 -1.012 0.348 -3.4806 -2.5543 -2.8900 -0.68
C 0.293 -0.611 -1.213 0.9421 -2.1837 4.7236 -0.39
C -0.839 0.053 -0.373 0.7310 0.5330 -0.6422 -0.06
C -0.650 1.572 -0.085 -0.5290 -2.0598 1.7083 -0.61
N -0.838 -0.554 0.957 -0.9265 -0.1967 0.9797 -0.82
H 0.536 -1.626 2.555 -0.3643 1.0594 -0.6814 -0.05
H 2.225 -0.302 0.233 2.1302 2.2100 0.0884 0.20
H 1.994 -2.028 0.070 -1.0043 1.5830 0.7276 0.23
H 0.876 -0.227 -1.996 0.3695 1.5548 -0.7149 0.21
H 0.077 -1.638 -1.512 -0.4842 0.1055 0.1948 0.20
H -1.837 -0.212 -0.704 -0.1593 0.3870 -0.9371 0.19
H 0.218 1.556 0.582 0.1835 0.7338 -0.5300 0.21
H -1.477 1.886 0.549 -0.1899 -0.0835 0.2641 0.20
H -0.670 2.263 -0.857 0.6201 1.0023 -1.8238 0.21
H -1.800 -0.462 1.367 1.8408 -0.4062 -0.0188 0.40
```
Positions in Å, forces in eV/Å.

Computed properties:
- total energy (a.u.) = -237.9665